# C17H47BF2N10O21SSi2

C17H47BF2N10O21SSi2 as an isolated structure (ωB97M-V/def2-TZVPD, the OMol25 dataset).

Properties
Frontier orbital gap (eV): 8.669
2S+1: 1
Energy relative to the best compared isomer or geometry (same formula, charge and spin) (kcal per mole): 26.8
E_LUMO (eV): -0.5
E_HOMO (eV): -9.190

Last column: Mulliken charge in e.
Cartesian coordinates (Å):
C (-0.2659, -4.4567, 1.2583)  -0.982
C (-0.2443, -5.0294, -0.1781)  0.540
F (-0.2578, -6.4395, -0.0471)  -0.436
C (-1.5238, -4.6554, -0.9541)  -0.804
Si (-1.4038, -2.9460, -1.7621)  0.105
C (-0.8377, -1.7151, -0.4315)  0.515
C (-1.1240, -0.2395, -0.7258)  0.179
F (-2.4267, -0.0031, -1.1436)  -0.362
O (-2.7636, -2.4627, -2.6407)  -0.323
Si (-4.2080, -3.2167, -2.2680)  0.249
S (-5.4221, -3.0343, -4.0631)  -0.417
C (-5.1495, -2.3725, -0.8713)  -0.747
C (-5.0678, -3.3086, 0.3845)  0.552
C (-4.5284, -2.6124, 1.6492)  -1.075
O (-5.9711, -3.0236, 1.3971)  -0.570
B (0.0865, -3.0767, -3.0997)  0.412
N (-0.2545, -3.4862, -4.4831)  -0.766
O (1.3835, -2.7873, -2.7489)  -0.675
H (-0.1055, -5.2214, 2.0166)  0.518
H (-1.2486, -4.0039, 1.4238)  0.064
H (0.4541, -3.6503, 1.3539)  0.273
H (0.6714, -4.7653, -0.7158)  0.216
H (-2.3342, -4.7584, -0.2225)  0.309
H (-1.6278, -5.4221, -1.7353)  0.431
H (0.2589, -1.8024, -0.3819)  0.459
H (-1.1930, -1.9723, 0.5693)  -0.152
H (-0.4034, 0.2017, -1.4257)  -0.421
H (-0.9919, 0.3072, 0.2163)  0.119
H (-4.1193, -4.6594, -2.0130)  -0.152
H (-5.9844, -4.2511, -4.2252)  0.130
H (-6.2157, -2.2945, -1.0955)  0.445
H (-4.7114, -1.4242, -0.5580)  0.303
H (-4.7707, -4.3444, 0.2353)  0.433
H (-4.2071, -3.2108, 2.4935)  0.394
H (-4.8338, -1.5788, 1.7711)  0.408
H (-0.8842, -2.7895, -4.8800)  0.293
H (-0.8083, -4.3407, -4.4771)  0.278
H (1.9610, -3.2971, -3.3436)  0.263
C (-2.1486, 1.3833, 3.2246)  -0.797
N (-2.2068, -0.0991, 3.3127)  0.952
O (-3.0258, -0.6004, 4.0549)  -0.566
O (-1.4151, -0.7120, 2.6183)  -0.487
H (-2.8967, 1.8025, 3.8827)  0.336
H (-1.1563, 1.6887, 3.5254)  0.304
H (-2.3467, 1.6514, 2.1906)  0.387
C (-1.8754, 5.0125, 6.4939)  -0.771
N (-1.1898, 3.8210, 5.9288)  0.895
O (-0.3359, 3.2902, 6.6053)  -0.560
O (-1.5366, 3.4591, 4.8189)  -0.499
H (-1.4658, 5.2139, 7.4769)  0.308
H (-1.6917, 5.8430, 5.8207)  0.295
H (-2.9356, 4.7821, 6.5551)  0.294
C (1.6942, 0.0373, -3.8236)  -0.149
N (2.2031, 1.3874, -3.4588)  0.975
O (1.6015, 2.0050, -2.6002)  -0.560
O (3.1894, 1.7847, -4.0442)  -0.570
H (0.8201, -0.1773, -3.2225)  -0.314
H (1.4427, 0.0577, -4.8808)  0.300
H (2.4848, -0.6766, -3.6223)  0.308
C (2.1313, -3.8210, 5.3057)  -0.837
N (1.1640, -3.5872, 4.1983)  0.909
O (1.5922, -3.0977, 3.1701)  -0.526
O (0.0123, -3.9040, 4.4031)  -0.472
H (3.1129, -3.4931, 4.9829)  0.315
H (1.7912, -3.2462, 6.1622)  0.301
H (2.1286, -4.8853, 5.5227)  0.300
C (4.6036, 4.6612, -4.6352)  -0.700
N (5.1010, 6.0130, -4.2589)  0.862
O (4.4948, 6.6188, -3.4006)  -0.517
O (6.0884, 6.4184, -4.8431)  -0.509
H (3.7284, 4.4336, -4.0393)  0.274
H (4.3571, 4.6866, -5.6928)  0.291
H (5.4011, 3.9517, -4.4363)  0.285
C (-0.9898, 3.9092, -1.2590)  -0.678
N (-2.1106, 3.3982, -0.4235)  0.883
O (-3.2323, 3.4940, -0.8650)  -0.551
O (-1.8142, 2.9140, 0.6562)  -0.488
H (-1.3999, 4.3062, -2.1805)  0.304
H (-0.4868, 4.6862, -0.6907)  0.273
H (-0.3217, 3.0750, -1.4581)  0.205
C (1.9472, 5.0765, 3.2165)  -0.580
N (1.4885, 6.1301, 4.1633)  0.888
O (0.5162, 5.8803, 4.8507)  -0.524
O (2.1176, 7.1645, 4.1827)  -0.535
H (1.2921, 4.2169, 3.3117)  0.164
H (1.8982, 5.4944, 2.2152)  0.278
H (2.9679, 4.8197, 3.4839)  0.284
C (-2.1810, -8.3381, 2.2487)  -0.760
N (-3.2282, -7.2862, 2.1832)  0.951
O (-3.0646, -6.2921, 2.8592)  -0.511
O (-4.1742, -7.4960, 1.4494)  -0.549
H (-1.4064, -8.0144, 2.9344)  0.293
H (-2.6505, -9.2530, 2.5990)  0.317
H (-1.7838, -8.4592, 1.2448)  0.264
C (8.7320, 8.3000, -5.6795)  -0.656
N (9.9160, 7.9486, -6.5107)  0.869
O (9.8418, 8.1411, -7.7079)  -0.524
O (10.8783, 7.4910, -5.9280)  -0.522
H (7.9569, 8.6923, -6.3273)  0.282
H (8.3983, 7.3938, -5.1840)  0.267
H (9.0498, 9.0471, -4.9580)  0.293